49
Properties=species:S:1:pos:R:3:forces:R:3:nbo_charge:R:1 method="wB97M-V/def2-TZVPD" spin_multiplicity=1 charge=-1 e_above_lowest_kcal_mol=0.0 fmax_ev_per_a=2.1
Cl -1.42555 -0.27271 2.03983 1.00 1.57 -0.88 2.5345
O -2.81783 -0.60476 1.96441 -0.59 -0.37 0.82 -0.8726
O -0.95971 -0.19845 0.66248 0.36 -0.36 -0.17 -0.9129
O -1.23643 1.05840 2.61648 -0.44 -0.61 0.04 -0.8852
O -0.64675 -1.23117 2.76819 -0.37 -0.18 0.14 -0.8407
Cl -6.07793 -1.61784 -0.45471 -0.49 -0.33 0.00 -0.0929
C -5.12198 -0.12709 -0.26807 0.27 -0.18 -0.18 -0.3801
C -3.74458 -0.35656 -0.85353 0.78 1.22 0.05 -0.3950
Cl -3.84459 -0.53159 -2.64054 -0.07 -0.32 -0.03 -0.1092
H -5.15913 0.10280 0.79258 0.58 -0.03 0.01 0.2412
H -5.63884 0.66665 -0.80139 0.02 -0.05 -0.13 0.2120
H -3.12360 -1.13107 -0.41515 -0.65 -0.44 -0.13 0.2425
H -3.10118 0.52070 -0.75226 -0.51 0.12 0.27 0.2683
C -2.10379 -3.56954 -1.15162 -0.72 -0.96 0.27 -0.2584
O -1.06561 -3.42594 -0.20299 -0.14 0.63 -0.36 -0.7250
H -2.18351 -2.79897 -1.91928 0.29 0.21 0.10 0.1711
H -2.00445 -4.53586 -1.64963 0.28 0.04 -0.04 0.1640
H -3.05634 -3.63381 -0.61233 -0.19 0.19 -0.21 0.1608
H -1.25816 -2.56439 0.19617 0.60 -0.07 0.28 0.4816
C -3.90024 3.19150 0.99179 0.30 -0.54 0.29 -0.2413
O -2.86914 2.62277 0.21396 0.20 0.29 -0.55 -0.7526
H -3.61366 4.13133 1.47370 0.12 -0.01 0.01 0.1547
H -4.74140 3.39674 0.33147 -0.04 -0.07 -0.03 0.1658
H -4.18573 2.46536 1.75807 -0.31 0.23 0.12 0.1737
H -2.19549 2.20112 0.76403 -0.14 0.05 0.29 0.4992
C 2.20317 2.10969 -3.53727 -0.78 0.84 0.58 -0.2582
O 3.45785 1.50607 -3.63695 0.15 -0.30 0.18 -0.5462
C 4.04616 1.12015 -2.37990 -0.88 -0.42 -1.01 -0.0620
C 3.13590 0.26105 -1.49665 1.06 -0.07 1.05 -0.2530
N 3.56276 0.43294 -0.10333 -0.40 0.29 0.49 -0.6469
C 2.57661 0.01404 0.88310 -0.32 -0.11 0.20 -0.2558
C 3.16381 0.23907 2.26446 0.14 -0.48 0.12 -0.0744
O 4.27794 -0.64584 2.49970 -0.35 0.21 0.26 -0.5610
C 3.87588 -1.93978 2.91549 0.51 -0.15 -1.10 -0.2534
H 2.05234 2.80066 -4.36880 0.15 -0.26 -0.20 0.1809
H 2.08219 2.73088 -2.63471 0.36 -0.06 0.01 0.1648
H 1.34852 1.42473 -3.48688 0.24 -0.27 -0.27 0.1714
H 4.36780 2.01188 -1.84240 0.09 -0.02 0.14 0.1757
H 4.86898 0.48665 -2.70962 0.41 0.35 0.30 0.1800
H 3.22902 -0.78963 -1.79210 -0.39 -0.02 -0.28 0.1706
H 2.09444 0.56786 -1.50468 -0.07 0.02 -0.31 0.2092
H 4.41953 -0.02635 0.19084 0.11 -0.04 -0.72 0.3637
H 2.27985 -1.04127 0.77079 0.08 -0.01 0.05 0.1722
H 1.62910 0.55554 0.78624 0.22 0.21 -0.06 0.2220
H 2.42498 0.08835 3.05854 -0.11 0.07 -0.14 0.1861
H 3.57487 1.24654 2.33252 -0.06 0.02 -0.02 0.1875
H 3.28548 -2.43379 2.13751 -0.30 0.07 0.10 0.1711
H 3.31808 -1.95892 3.85063 0.08 0.15 0.17 0.1718
H 4.80037 -2.51813 2.95177 -0.05 -0.02 0.49 0.1800


28
Properties=species:S:1:pos:R:3:forces:R:3:nbo_charge:R:1 method="wB97M-V/def2-TZVPD" spin_multiplicity=1 e_above_lowest_kcal_mol=58.8 fmax_ev_per_a=4.7
C -0.26963 2.16813 -1.19192 -4.24 0.92 -1.85 -0.4288
C -2.91243 0.17813 0.05491 -2.61 -0.50 -0.11 -0.4234
C 3.32355 0.07210 0.54674 -2.30 -0.37 -1.45 -0.4122
C -0.28316 -2.66367 -0.19928 -1.22 -2.03 -2.12 -0.4276
N -0.77391 1.87650 0.17441 0.61 0.79 -1.51 -0.4844
N -1.81718 -0.10066 0.91377 0.55 -0.16 1.59 -0.5015
N 2.35388 -0.42233 -0.47055 0.52 2.20 -0.78 -0.4002
N 0.45220 -1.58203 -0.79883 1.19 0.34 1.38 -0.4379
N 0.47871 0.28266 1.30100 0.74 0.56 -2.34 -0.5934
N -0.58499 0.52058 0.48389 -1.12 -1.06 -0.03 -0.0392
N 1.45432 -1.24185 0.08522 -1.60 1.48 -1.09 0.0434
H 0.74940 2.18830 -1.38524 2.25 -0.09 0.22 0.1690
H -0.72781 1.44928 -1.95058 0.56 0.52 1.25 0.1975
H -0.69724 3.17157 -1.63470 0.77 -1.55 1.40 0.2051
H -2.57808 -0.19289 -0.91816 -0.54 0.28 -0.29 0.1877
H -3.86182 -0.47164 0.39485 2.19 1.33 -0.70 0.2033
H -3.26710 1.25931 -0.00609 0.63 -1.23 -0.01 0.1927
H 4.00835 0.64736 0.03710 1.74 1.22 -1.23 0.1909
H 2.80264 0.70742 1.21007 -0.54 0.44 1.15 0.2152
H 3.81108 -0.72298 1.00880 0.61 -1.41 0.87 0.2032
H 0.20430 -3.04894 0.67239 0.43 0.03 0.45 0.2193
H -1.29257 -2.33664 0.08652 0.21 -0.37 -0.22 0.2146
H -0.28626 -3.54358 -0.98134 -0.42 1.51 1.52 0.1883
H -0.18253 2.34707 0.82585 0.30 0.71 0.59 0.3589
H -2.05945 0.09935 1.90013 0.52 0.38 -0.57 0.3350
H 1.98587 0.44662 -1.05115 0.41 -2.38 1.38 0.3332
H -0.19730 -0.83189 -1.15213 1.11 -0.05 0.71 0.3702
H 0.16715 -0.25528 2.04431 -0.73 -1.50 1.81 0.3211


84
Properties=species:S:1:pos:R:3:forces:R:3:mulliken_charge:R:1 method="wB97M-V/def2-TZVPD" spin_multiplicity=1 e_above_lowest_kcal_mol=31.2 fmax_ev_per_a=1.4
Mo 0.31817 -0.92709 -0.38574 -0.48 0.76 1.05 -1.4101
C -0.73857 2.80907 3.75255 0.02 -0.04 -0.08 -1.6255
C -0.32466 2.01403 2.53541 -0.21 0.07 -0.03 0.5230
S -1.71602 1.63450 1.48017 0.29 -0.11 0.10 -0.4381
C 0.91952 1.54106 2.38003 -0.05 -0.02 -0.43 1.3027
C 1.94387 1.86759 3.43985 -0.01 -0.03 -0.01 -1.9111
S 1.60571 0.62319 1.04860 -0.31 -0.06 -0.13 -0.4108
H -1.80510 3.02109 3.72295 0.01 0.07 0.07 0.4615
H -0.19670 3.75789 3.80553 -0.03 0.01 0.05 0.3290
H -0.53235 2.25276 4.66911 0.01 0.04 0.01 0.4185
H 2.10693 2.94595 3.51586 -0.02 -0.01 0.01 0.2982
H 2.88722 1.38404 3.20201 0.03 0.04 0.05 0.5567
H 1.60585 1.51140 4.41505 0.03 0.01 0.01 0.3317
C -3.25057 3.58147 -2.23881 0.09 0.04 -0.04 -1.4976
C -2.69357 3.63888 -0.81242 -0.13 -0.28 0.02 0.6523
C -3.82565 3.75880 0.20735 0.07 0.01 0.01 -1.4679
P -1.43594 2.28496 -0.46678 -0.23 0.72 -0.24 0.5029
C 0.13049 3.19706 -0.85526 -0.09 -0.28 0.15 1.3833
C 0.27043 4.37715 0.12292 -0.01 -0.06 0.03 -1.6508
C 0.20692 3.67563 -2.30268 0.00 -0.14 -0.01 -1.7198
C -1.93710 0.87347 -1.48277 0.60 -0.25 0.02 1.1031
C -3.30774 0.58851 -1.47463 0.11 0.09 -0.04 -1.1088
C -3.83677 -0.40600 -2.26953 -0.02 -0.01 0.00 0.5643
C -5.28915 -0.76076 -2.20837 0.10 -0.09 0.04 -1.7002
C -2.97029 -1.14330 -3.08559 -0.08 0.03 -0.08 -1.0944
C -1.61642 -0.95828 -3.02794 0.17 0.18 0.17 0.1792
C -1.06301 0.01494 -2.17698 -0.93 0.76 -0.67 -1.0143
N 0.33968 0.10788 -2.02257 0.03 0.07 -0.62 0.8842
C 1.18544 0.22494 -3.15394 0.40 0.09 -0.22 -0.3759
C 2.50031 -0.22485 -2.95897 -0.23 -0.03 -0.03 0.9804
C 2.86104 -0.78302 -1.62104 0.11 0.46 -0.01 -0.8266
C 3.42670 -0.17212 -3.98327 -0.01 0.02 0.07 -0.8672
C 3.08554 0.33725 -5.22780 0.03 0.07 -0.08 0.5787
C 4.07243 0.36069 -6.36266 -0.06 -0.10 0.06 -1.6253
C 1.79373 0.80789 -5.40123 0.06 -0.04 0.04 -1.1291
C 0.82753 0.78080 -4.39878 -0.08 0.00 0.22 1.1209
C -0.52157 1.36291 -4.75408 -0.04 -0.15 -0.08 -1.3573
H -3.74432 4.52894 -2.46098 0.02 0.02 -0.01 0.4536
H -3.98398 2.78557 -2.34898 0.00 0.06 -0.03 0.4068
H -2.46989 3.42065 -2.98399 -0.11 -0.01 -0.02 0.2540
H -2.09034 4.54616 -0.72604 0.06 -0.08 0.02 0.4470
H -4.48201 2.88801 0.19951 -0.02 0.03 0.01 0.2214
H -4.42536 4.63609 -0.04226 -0.02 -0.03 -0.02 0.4713
H -3.44676 3.88229 1.21903 -0.01 0.00 0.02 0.3816
H 0.93413 2.49081 -0.68401 0.09 -0.23 0.14 0.0688
H -0.08711 5.30362 -0.32995 0.00 -0.03 0.01 0.4415
H 1.32271 4.50819 0.37543 -0.01 0.00 -0.02 0.4330
H -0.27072 4.21926 1.05359 0.03 0.02 0.12 0.3183
H -0.60435 4.35696 -2.56574 0.09 0.02 0.04 0.2314
H 0.22000 2.84380 -3.00209 0.08 0.16 0.10 0.2981
H 1.15124 4.21059 -2.41667 -0.02 0.05 -0.01 0.5385
H -3.96806 1.15795 -0.83276 -0.03 -0.04 -0.04 0.3879
H -5.87125 0.00008 -1.69116 -0.02 -0.01 0.01 0.4085
H -5.36730 -1.70234 -1.65967 -0.11 0.01 0.01 0.2986
H -5.70386 -0.90996 -3.20540 -0.01 -0.01 0.01 0.3836
H -3.37718 -1.92726 -3.71177 0.00 -0.01 0.00 0.4179
H -0.93564 -1.59484 -3.57704 -0.03 -0.03 -0.03 0.6284
H 1.96923 -1.30716 -1.21577 0.82 -0.66 -0.29 0.2454
H 3.19978 -0.00711 -0.93521 -0.07 -0.03 0.05 0.4559
H 3.63949 -1.53697 -1.69668 -0.13 -0.17 0.11 0.5215
H 4.43108 -0.53762 -3.79851 0.00 -0.01 -0.04 0.4827
H 5.08821 0.51316 -5.99948 0.01 0.02 -0.02 0.3894
H 3.82939 1.14707 -7.07580 0.04 0.01 -0.01 0.3859
H 4.05076 -0.59272 -6.89558 0.04 0.02 -0.03 0.2913
H 1.51630 1.22150 -6.36496 -0.02 0.03 0.01 0.4551
H -0.39170 2.12455 -5.52312 0.01 0.02 0.02 0.5419
H -1.03274 1.81594 -3.91019 -0.10 -0.09 -0.10 0.0254
H -1.18712 0.59789 -5.15810 -0.03 0.00 0.01 0.3792
F 0.21021 -1.43376 2.78412 -0.14 -0.01 0.01 -0.3781
C 0.85033 -2.45762 2.20080 0.38 0.30 -0.04 0.3575
C 1.23704 -2.39025 0.86272 0.39 -0.63 0.43 0.7437
C 1.91450 -3.51464 0.41596 -0.12 0.24 -0.14 0.0978
F 2.32403 -3.57339 -0.86681 -0.02 -0.15 -0.07 -0.3886
C 2.19784 -4.61208 1.20281 0.05 0.00 -0.02 0.0664
F 2.85222 -5.66266 0.69699 0.05 -0.04 0.01 -0.3176
C 1.80251 -4.61923 2.52754 -0.04 0.08 -0.08 0.7899
F 2.09749 -5.65397 3.30899 -0.01 -0.11 0.07 -0.3197
C 1.11777 -3.53116 3.02923 0.08 0.03 -0.15 0.1180
F 0.72987 -3.51104 4.30590 -0.01 -0.05 0.08 -0.3196
O -1.43228 -3.68744 0.92708 -0.19 -0.01 -0.01 -0.6205
S -1.71450 -2.68853 -0.06077 -0.63 -1.02 0.33 1.0981
O -3.03803 -2.70952 -0.61426 0.00 0.16 -0.10 -0.5888
O -1.38860 -1.27554 0.52976 0.02 0.26 0.43 -0.4642
O -0.62573 -2.66179 -1.12748 0.52 0.06 -0.16 -0.4778


112
Properties=species:S:1:pos:R:3:forces:R:3:mulliken_charge:R:1 method="wB97M-V/def2-TZVPD" spin_multiplicity=1 e_above_lowest_kcal_mol=236.3 fmax_ev_per_a=8.2
C 2.52812 3.06484 3.14446 -1.48 -1.53 3.40 0.5749
O 2.21195 2.31208 4.06241 -0.41 -1.66 -0.03 -0.7632
N 3.42878 3.96176 3.36834 3.26 3.96 -1.02 -0.4058
N 1.93543 3.17768 1.98735 -1.05 -0.16 -2.62 -0.0282
H 3.98532 4.16670 4.18587 -0.63 -0.66 -0.05 0.2416
H 3.43606 4.64967 2.62886 0.86 0.32 0.51 0.1126
H 1.07902 2.67364 1.80679 0.13 0.14 0.04 -0.0867
H 2.06489 4.06936 1.53102 -0.58 -0.45 -0.43 0.2666
C 0.21971 0.53393 -0.29792 0.77 0.71 0.52 -0.2909
O -0.39286 1.58842 -0.33989 -1.06 2.12 -0.56 -0.1319
N 1.15067 0.14102 -1.14322 0.90 0.31 -1.64 0.9551
N 0.11055 -0.23828 0.74557 -0.97 -2.32 2.25 1.5000
H 1.30003 0.82136 -1.87460 0.31 -0.35 -0.67 -0.2690
H 1.24023 -0.85105 -1.31022 0.22 0.15 -0.21 -0.3601
H 0.61364 -1.11391 0.76197 0.09 0.04 0.35 -0.1083
H -0.58350 -0.00231 1.44034 -0.02 -0.30 0.23 -0.7852
C -5.26520 0.09587 2.45670 -2.14 3.45 -1.29 0.6206
O -6.35082 0.63576 2.37764 -1.71 -0.13 -0.06 -0.7148
N -4.24083 0.56504 1.81948 3.20 2.62 -2.50 -0.1718
N -5.01114 -0.96457 3.10501 -0.59 -5.02 3.23 -0.3133
H -4.41742 1.45325 1.37228 -0.04 -0.24 0.34 -0.0235
H -3.33978 0.46699 2.26512 0.40 -0.02 -0.29 0.4418
H -4.09498 -1.27570 3.39475 -0.46 -0.12 -0.37 0.1899
H -5.88665 -1.45238 3.23004 0.58 -0.63 0.97 0.2054
C -1.29497 0.14921 3.97881 2.89 -0.53 3.70 0.4196
O -1.75699 0.07641 2.88982 -2.83 -0.08 -4.45 -1.1518
N -1.34595 -0.80594 4.85739 -1.48 -4.37 1.94 -0.3085
N -0.60115 1.15000 4.43803 0.29 3.50 -1.20 -0.2185
H -1.95159 -1.58608 4.64601 0.54 -0.16 0.09 0.2384
H -0.72625 -0.90484 5.64878 -0.23 0.36 -0.19 0.1967
H -0.76848 1.86721 3.74685 1.23 1.22 0.56 -0.0885
H 0.24720 1.09851 4.98369 -0.17 -0.10 -0.10 0.3567
C 2.51590 -1.51215 -5.14432 -3.27 1.02 -3.16 0.7233
O 3.37429 -1.32172 -4.36327 2.80 0.04 3.35 -0.6765
N 1.21619 -1.14749 -5.04358 0.36 -0.17 1.88 -0.1961
N 2.73006 -1.93160 -6.38093 1.24 -1.74 -3.19 -0.4785
H 1.02660 -0.90324 -4.08207 -1.37 0.37 -0.28 -0.1794
H 0.59019 -1.27391 -5.82604 -0.15 0.63 0.71 0.2932
H 1.94477 -2.13712 -6.98192 0.42 0.21 0.03 0.1235
H 3.61399 -1.76838 -6.84149 -0.10 -0.27 0.34 0.2480
C 2.71943 -3.33245 0.13769 -2.46 -1.79 2.47 0.0284
O 1.96783 -2.68728 0.82565 -1.77 1.47 1.95 -0.5956
N 3.53857 -2.86915 -0.66888 4.42 4.67 -4.55 -0.2005
N 2.81445 -4.63270 0.09122 -0.87 -4.59 0.64 -0.3768
H 3.57652 -1.85989 -0.66167 0.46 -0.07 -0.99 0.2575
H 3.93230 -3.52485 -1.32852 0.62 1.31 -0.09 0.1682
H 2.23557 -5.21607 0.67831 -0.38 -0.13 -0.08 0.3188
H 3.13147 -4.98193 -0.80189 -0.06 -0.68 0.69 0.1398
C -3.36035 -0.97513 -1.70975 1.95 -2.04 -1.27 0.6587
O -4.44656 -0.88454 -2.17440 -2.86 0.29 -1.74 -0.7332
N -3.00559 -0.76396 -0.50676 -0.46 1.93 5.54 0.2553
N -2.24340 -1.47675 -2.28184 0.79 -0.81 -3.15 0.0060
H -3.74683 -0.45416 0.10535 0.64 0.46 0.65 0.2218
H -2.01701 -0.75263 -0.30018 -0.63 0.16 0.90 -0.2816
H -1.35383 -1.26920 -1.85093 0.05 -0.75 -0.82 -0.2108
H -2.36034 -2.04965 -3.10538 0.58 0.36 0.05 0.1399
C -0.65479 -5.19320 1.30606 0.07 0.98 0.43 0.6440
O 0.33415 -5.82496 1.27206 5.22 -3.00 -0.68 -0.6938
N -0.73293 -3.93967 1.03093 0.39 5.51 -1.81 0.0241
N -1.76240 -5.67870 1.72128 -4.69 -2.10 1.33 -0.4469
H 0.09203 -3.43454 0.74046 0.24 -0.11 0.21 -0.3371
H -1.55250 -3.35408 1.10494 0.03 -0.42 0.09 0.1904
H -1.76684 -6.68468 1.81116 -0.61 0.24 -0.05 0.2878
H -2.54120 -5.12091 1.40121 -0.62 -1.02 0.44 0.1800
C -2.34601 3.75858 2.63678 0.01 -0.05 -0.69 0.7861
O -1.30502 3.69747 3.19526 4.43 0.64 4.37 -0.6166
N -2.43992 2.95896 1.65156 -1.27 -2.81 -4.48 0.2532
N -3.31520 4.57973 2.87167 -2.48 2.58 1.49 -0.5589
H -3.26727 2.89861 1.07540 0.57 -0.33 -0.08 0.1834
H -1.64258 2.33928 1.63287 -0.53 -0.47 -1.07 -0.5837
H -3.80583 4.97258 2.08107 -0.16 0.13 0.49 0.2145
H -3.09120 5.12382 3.69258 -0.55 0.60 -0.36 0.2983
C 2.10264 -1.17650 4.59710 0.34 -1.07 -2.09 0.5251
O 2.30201 -2.22025 5.06710 0.53 -6.59 2.12 -0.6611
N 2.08634 -0.96099 3.28158 -0.24 0.73 -2.34 0.0413
N 1.95144 -0.14344 5.32785 -0.76 6.09 2.20 -0.2835
H 1.97899 -0.02300 2.92276 -0.21 -0.21 -0.07 0.0964
H 1.94023 -1.73654 2.65128 0.33 0.05 0.09 0.0210
H 2.07028 -0.10441 6.33007 0.46 -0.60 -0.42 0.1516
H 2.32739 0.61257 4.77358 -0.35 1.40 0.95 0.2882
C 0.42613 -3.40431 -2.67846 -1.00 0.74 -1.28 0.4239
O 0.47455 -2.36256 -2.08721 0.34 2.42 0.93 0.1922
N 0.65433 -4.54572 -2.16325 2.03 -5.15 4.13 -0.3677
N 0.02686 -3.61295 -3.91029 -1.63 0.63 -4.65 -0.3427
H 0.91803 -4.59128 -1.18935 -0.09 -0.08 -0.02 -0.1221
H 0.85474 -5.38296 -2.69142 -0.21 0.35 0.06 0.1918
H -0.21723 -2.88667 -4.56834 0.27 0.05 0.56 0.2341
H -0.19786 -4.54188 -4.23692 0.08 0.29 0.27 0.1529
C -1.52603 1.11110 -4.73649 3.80 2.36 -0.17 0.5078
O -1.28675 1.46666 -5.86775 0.81 0.09 -2.07 -0.7510
N -0.68203 1.22275 -3.70882 1.91 -0.26 1.42 0.1607
N -2.67102 0.77678 -4.33873 -7.77 -2.48 0.71 -0.2231
H 0.22017 1.66655 -3.80462 -0.16 -0.16 -0.17 0.3116
H -1.06193 1.14977 -2.77584 0.23 0.21 -0.12 -0.1527
H -2.92220 0.19921 -3.54915 0.49 0.36 -0.04 0.1582
H -3.39938 0.79285 -5.03826 0.13 -0.04 0.01 0.2123
C 3.16938 1.95562 -3.18647 -3.94 -5.41 1.28 0.3766
O 1.91248 1.87340 -3.33829 2.50 0.74 -0.27 -0.8609
N 3.85647 3.02503 -3.13558 1.95 3.69 -0.23 -0.4021
N 3.88568 0.82150 -2.82159 -0.05 1.66 0.02 -0.2238
H 4.85345 2.90096 -3.03199 -0.27 0.89 -0.10 0.1449
H 3.37456 3.91190 -3.17201 0.46 -0.04 -0.05 0.2763
H 4.82460 1.03533 -2.51694 -0.07 -0.84 -0.19 0.1746
H 3.59689 -0.08586 -3.15832 0.15 -0.12 -0.20 0.2821
C -0.13565 5.75115 -0.12339 -0.73 5.27 0.09 0.4727
O -0.10232 6.95962 -0.40503 1.15 0.04 0.46 -0.7720
N -0.07877 5.24916 1.06245 1.23 0.03 4.41 -0.2032
N -0.40969 4.88272 -0.97750 -1.02 -4.26 -6.20 -0.2347
H 0.14494 5.99204 1.70911 -0.66 -0.71 0.89 0.2555
H -0.61450 4.41227 1.24334 0.40 0.35 0.73 0.0131
H -0.53377 3.90563 -0.75391 0.35 -0.12 -0.45 0.1529
H -0.23357 5.20901 -1.91698 -0.59 -0.64 -0.17 0.2049